The following is a quantum chemistry calculation of the molecule C3H7FOP2 in a non-equilibrium geometry, from the Open Molecules 2025 dataset.

Computed properties:
gap between HOMO and LUMO (alpha / beta): 0.2660 / 0.2660 Ha
SMILES: CC(=O)[PH2]=C(F)P
max |F|: 5.588 eV/Å
E_LUMO (alpha / beta): -0.06 / -0.06 eV
energy: -976.13408 Eh
energy above the lowest of the compared OMol25 structures with the same formula, charge and spin: 251.2 kJ/mol

Bonds (Å) are listed after each position.
Geometry (Å):
1 C -1.73101 -0.61160 -0.11644  C2 1.403, O4 1.181, P7 1.920
2 C -2.12675 0.69406 -0.44222  C1 1.403, H8 1.008, H9 1.088, H10 1.160
3 C 1.91469 -0.56999 0.09294  F5 1.322, P6 1.799, P7 1.801
4 O -2.36648 -1.60546 -0.06191  C1 1.181
5 F 2.49266 -1.37294 -0.78347  C3 1.322
6 P 2.39376 1.12728 -0.26338  C3 1.799, H11 1.480, H12 1.296
7 P 0.13652 -0.76100 0.30171  C1 1.920, C3 1.801, H13 1.389, H14 1.514
8 H -1.91553 0.82510 -1.41951  C2 1.008
9 H -1.54045 1.35877 0.18951  C2 1.088
10 H -3.25269 0.90032 -0.25183  C2 1.160
11 H 2.56167 1.46520 1.16750  P6 1.480
12 H 3.62354 0.75718 -0.44067  P6 1.296
13 H -0.14912 0.02468 1.41144  P7 1.389
14 H -0.04081 -2.23160 0.61635  P7 1.514